Record 1
C33H62AsCl2MgN6O2SSi3 as an isolated structure, computed with the ωB97M-V functional and the def2-TZVPD basis.

XYZ file:
```
111
C33H62AsCl2MgN6O2SSi3 | OMol25 | the ωB97M-V functional and the def2-TZVPD basis
H -1.66972 0.30368 1.75259
C -1.31341 -3.67840 2.09642
H 2.58567 1.18584 4.66732
H -2.84210 -0.19510 3.84438
Si 1.84349 4.30638 -0.02502
H -1.65011 -3.05246 4.14204
H 1.71877 -4.35575 2.29989
Mg -0.46340 -1.00083 -0.23587
H 2.82465 -0.81397 3.24572
H -0.67937 -5.67284 2.68509
C -1.07248 -5.15054 -1.23699
H 3.13178 -1.84260 -4.37372
C 1.26918 0.72315 -3.57115
H 0.83847 -6.91836 -0.66708
H -3.23406 6.01212 -0.34787
H -2.58739 1.55413 3.80602
C 0.10226 0.41299 2.63438
H 0.77885 6.38413 0.90356
H -0.54903 -2.00656 3.23265
H 3.71159 2.59997 0.00739
H 2.22323 -4.16631 -1.17088
C -1.77896 -3.15924 -3.90164
H -0.20892 5.47486 -3.02475
H 2.35468 1.00576 0.83493
C 3.27655 0.33676 -4.49956
C 3.44766 3.44612 0.63787
H 1.40242 -5.17639 -2.36644
H -1.63244 6.42093 -2.63279
H -0.22173 6.49225 -1.58968
H 3.58137 2.96864 -4.49266
H 2.42801 6.29273 1.50404
H 2.43801 -0.76627 0.85757
C -1.58606 -5.15640 2.37909
H -0.91575 -0.53880 5.27638
C 0.79496 -6.12188 0.07867
As 0.01423 2.87744 -0.18318
C 2.54654 2.72746 -4.25826
C 0.42528 -2.62812 -4.63889
Si 0.02452 -3.30848 0.68876
H -3.39658 -3.21205 2.46393
H 4.23488 0.56936 -4.92001
N -0.56386 -1.42160 -2.79859
C -2.63428 -3.02048 1.70389
H 1.90182 3.08754 -5.06595
H 0.66034 1.35516 5.76587
H -1.77822 0.84811 5.96419
C -1.22125 0.49424 5.09800
C 1.67600 -3.45540 1.69464
O -3.86331 -0.70396 -1.17921
C -1.64962 -2.16716 -2.94584
C 2.64747 5.29130 -1.49127
C 2.14476 1.16594 3.66451
C -2.60373 5.26072 0.12046
N 0.68099 0.03699 1.54539
H -2.46280 -1.93088 -2.27025
H 2.20439 2.18023 3.24137
H -2.85739 2.44926 -2.06935
C -4.12955 1.27105 0.18212
N -1.24632 0.41427 2.66768
H -2.50900 -1.94316 1.61112
C 0.25408 -4.83449 -0.55018
H 2.53839 -3.46125 1.03658
H 3.15295 6.19032 -1.14268
H 3.89398 0.46143 2.61629
H -0.73374 -4.22371 -5.46211
H -3.49062 2.14129 0.35405
H 0.16095 -6.46921 0.88628
H 3.31892 3.07928 1.65136
H -2.99816 -3.40240 0.75088
C 2.85473 0.16750 2.76514
C 0.02246 1.34080 4.87340
H -3.25641 4.56965 0.64676
C -0.84601 -3.03628 3.40301
C -0.82590 5.83001 -2.20381
H 1.90310 5.60020 -2.21635
C -2.71855 3.48810 -2.35253
H 4.29944 4.12231 0.64529
N 2.41142 1.31217 -4.09755
C 0.44109 -1.59274 -3.68387
H -2.31225 -5.26200 3.18763
S 0.00913 1.55858 -2.93282
H 1.77410 -2.60370 2.35548
H 0.00118 -3.57393 3.82198
C 1.25659 -4.39293 -1.61801
H -2.32962 3.48116 -3.36568
H -1.76874 -5.61871 -0.54583
Cl -4.69827 0.69843 1.75910
H -0.26448 2.37717 4.63615
H 1.17275 5.27977 2.20555
C -2.07269 0.58355 3.83637
C 2.11658 0.11239 1.42484
C 2.71548 -0.86562 -4.25477
C -0.68693 -3.42513 -4.73533
H -0.92736 -5.83070 -2.07848
N 1.45689 -0.66381 -3.69111
C -3.30611 0.08655 -0.44652
Cl -5.51345 1.74394 -0.78952
H -1.53014 -4.23897 -1.61299
Si -1.48357 4.34655 -1.16529
H 1.26394 -2.76395 -5.30462
N 0.77373 0.74187 3.79921
H -1.99369 -5.65522 1.50468
H -1.99166 5.76288 0.86527
H -2.68969 -3.72784 -3.98637
H 1.79771 -5.97857 0.47130
H -3.69567 3.96446 -2.37060
H 2.24008 3.22759 -3.33872
C 1.54157 5.70587 1.27569
O -2.12253 0.07194 -0.03213
H 3.38696 4.68810 -2.01352
H 0.90605 -3.49818 -2.12201
```

The calculation puts the orbital gap at 5.082 eV. Its molar mass is 861.4 g mol⁻¹. The net charge is -1. As for the spin multiplicity: 1. The HOMO energy is -2.78 eV. Its relative energy (zero: lowest compared OMol25 entry of this formula, charge and spin) is 141.8 kJ/mol.

***

Record 2
A 4-piece molecular cluster, C33H62BF5NO9 overall, computed with the ωB97M-V functional and the def2-TZVPD basis.

XYZ file:
```
111
C33H62BF5NO9 | OMol25 | the ωB97M-V functional and the def2-TZVPD basis
H 2.06258 5.48646 0.14805
H 3.62514 10.27225 3.22299
H -6.70589 -4.42254 3.69564
C 4.92245 -4.43960 -0.75150
C 5.12205 6.78705 1.47654
H -0.99350 -4.31558 0.47824
H -0.98508 -5.16960 -3.32658
H 4.79228 8.09945 3.48720
H -8.22269 -4.64992 2.81367
H 2.69429 9.65034 1.85215
H 0.58414 1.88118 -2.97338
C -5.61018 -6.47619 3.01794
O -0.23343 3.53461 0.07360
H -2.28876 -4.08119 -1.63014
C -1.31141 -0.06304 -3.51344
H -5.83222 -6.73961 4.05660
H 1.57131 1.50320 -4.41723
C 3.49718 0.11166 0.23208
C 4.47387 -0.75148 -0.61765
H 0.19899 -0.14629 -5.08094
F 6.23508 -2.64530 0.10641
H -1.86217 -1.96256 1.92562
F 4.71276 -4.91098 -2.01770
H 1.32603 -6.39285 -2.08889
H -2.79817 1.38270 1.12941
C -0.45959 -4.17222 -0.46686
O -6.79216 -6.02498 2.37373
H 1.81687 4.85174 -1.55887
C -4.27515 0.01790 2.09076
H 0.69160 -1.12079 -3.66938
C -7.13309 -4.68947 2.72313
H 3.16340 4.22128 -0.48945
H -4.94754 -3.87566 -0.49022
C 2.09508 4.57719 -0.50637
H -3.55547 -0.48931 4.11767
F 3.79647 -4.56305 -0.00889
H 5.80169 7.63288 1.36095
H 2.57120 2.57751 -2.13713
C -3.30715 -0.25763 -0.30462
C 2.33486 0.46104 -2.66841
H 0.42169 -3.55213 -0.26428
H 2.16677 0.37754 3.48988
H -5.26707 -5.39910 0.38805
O 4.20204 -2.10185 -0.78564
C 3.04646 1.62174 -1.81167
B 1.15000 3.38463 0.03461
H -5.26057 -7.36855 2.49758
H -1.93501 0.42792 -4.31025
H -2.26994 0.25713 3.07664
O -5.27785 -3.64998 1.53486
O 4.72588 9.97040 1.54267
C 5.33547 -2.90156 -0.90459
H 3.92626 8.89039 -0.06096
H 4.13527 1.69518 -2.06650
C 0.19490 -0.15527 -3.95411
H -1.69351 -1.12596 -3.47577
C 1.11242 1.04753 -3.49404
C -3.09627 0.45548 -1.70572
C 1.92582 2.05074 0.55271
O 5.38930 -0.17956 -1.10492
C 3.85567 8.16755 2.92476
C 1.21880 -5.46893 -1.51944
H -2.01331 -3.94108 -4.11652
H 1.98265 -5.44579 -0.74396
C -2.60041 -1.91935 2.77218
H -1.70342 -2.52208 -1.02960
H -0.88475 0.12178 -1.28971
H -4.88854 0.74437 2.69777
H -7.15548 -3.95053 0.68668
H -4.97872 -0.81281 1.82263
H 1.13207 2.28616 2.46518
H -2.38704 -0.85333 -0.07641
H -4.48729 1.43916 0.44748
H -3.44051 -2.61910 2.53967
H -7.03317 -2.70284 1.93631
N 1.73396 1.70468 1.87517
C -1.02218 -4.14353 -3.69840
H -4.15655 -0.97871 -0.42703
H -3.59161 -0.12204 -2.53505
H 1.92844 -0.36187 -2.03345
H 3.09095 0.10772 -3.42097
C -1.54709 0.53998 -2.08642
C -3.68531 0.76061 0.83498
H -3.71635 -4.56694 0.58876
H -0.27996 -4.03481 -4.48984
O -0.72594 -3.19543 -2.68151
C -3.12943 -0.46959 3.08227
H 3.03552 7.93220 3.60998
H -1.33510 1.64672 -2.15879
C -1.38988 -3.48116 -1.45491
H -4.81629 -5.72654 2.99309
C -4.78835 -4.41951 0.44729
C 4.42221 9.83825 0.16225
F 5.92788 -5.19029 -0.24396
C 2.80576 1.27941 -0.32378
H 5.35788 9.87943 -0.39582
H -3.58462 1.46110 -1.67933
O -0.07145 -5.46322 -0.92330
C 2.35626 0.61296 2.42359
H -0.48538 4.32916 0.57917
C 3.64965 9.57367 2.38229
H 1.35999 -4.62484 -2.19894
H 5.03452 6.27984 0.51417
H 3.78565 10.66881 -0.15855
C 3.22717 -0.20407 1.64237
H 5.53314 6.08438 2.20848
H -2.05190 -2.29345 3.68241
H 3.73519 -1.06850 2.11308
O 3.82213 7.19355 1.88359
C -6.69719 -3.70381 1.64984
F 5.94397 -2.80063 -2.12304
```

The calculation puts the orbital gap at 5.968 eV. Its molar mass is 722.7 g mol⁻¹. The net charge is +1. As for the spin multiplicity: 1. The HOMO energy is -10.79 eV.

***

Record 3
A 3-piece molecular cluster, C33H62F3N5O11PS2 overall, computed with the ωB97M-V functional and the def2-TZVPD basis.

XYZ file:
```
117
C33H62F3N5O11PS2 | OMol25 | the ωB97M-V functional and the def2-TZVPD basis
H -4.90133 -1.49019 -1.20565
H -3.39317 -2.01923 -3.40082
N 3.63026 1.39608 4.99613
C -1.49423 6.19023 -2.90478
N -4.55150 1.26384 -0.13156
C 2.45789 4.12207 -1.83202
H 1.27716 6.26674 0.59976
C 5.60197 0.22773 4.03333
H 2.06622 3.25247 -2.36292
C -4.23238 1.32515 -1.38263
O -3.37466 2.30352 -1.67027
H -2.54266 3.74697 -0.34595
H 1.09622 1.83502 2.74769
P -0.74752 -1.30371 1.14948
H 0.71449 4.63348 -4.04420
C -3.72129 -3.04508 -3.55190
O -0.72702 -2.82268 -1.27760
C 4.78764 0.50412 5.29846
H -1.56767 6.97000 -3.66165
C -5.22785 -3.25750 -3.30328
H 5.10923 1.41585 7.24259
N -3.86011 2.29416 0.46840
H -1.88072 -3.36067 1.07272
H 2.64372 7.02783 -2.02183
H 2.91359 5.86182 0.12597
H 3.33784 3.80237 -1.27385
H 0.83904 2.72106 -0.15210
H -2.11351 6.49299 -2.06262
H 6.15916 2.06123 5.97856
F 0.63763 -4.91913 -4.93413
F 2.67636 -5.05472 -4.22180
C 4.30919 -0.82107 5.91938
H 5.16343 -1.36992 6.31551
N -2.89913 -4.03336 -2.76510
H 3.62167 -0.63439 6.74526
O -0.49456 -0.19795 0.02606
C 0.49456 7.30738 -1.89200
H -3.57873 -6.55744 -1.12836
O 4.01866 2.62847 4.89965
H -3.89295 -3.75591 -0.85381
F 1.96067 -3.19676 -5.04199
C -2.38880 -6.99189 0.64979
H 2.22724 3.41734 0.68122
H 0.26323 6.21260 -4.65959
N 0.09258 4.87428 -1.54671
C 2.75830 1.03518 3.84275
C -1.18077 -6.35420 1.32556
H -3.06076 -2.03195 0.94356
C 1.40728 4.68782 -0.85890
H 4.01693 1.67535 2.21561
C -2.09541 -2.40029 0.60332
O -3.31393 -7.43533 1.63609
H 2.13221 8.08999 -0.73521
C -2.07686 -2.60627 -0.92033
H -3.52069 -3.29826 -4.59193
H -0.68188 -7.12371 1.91030
H -1.11522 -5.16559 -3.07678
H 0.79640 -2.25088 2.18113
O -1.03575 -0.70150 2.45437
O 0.54896 -2.23893 1.24417
H 0.61291 3.99391 1.05235
H -3.34313 -4.93928 -2.93025
C 3.59857 0.73836 2.59847
H -1.49987 -3.99136 -4.31557
C -5.60438 -1.04729 -1.91305
C 0.73176 5.70063 -3.82010
C -3.19046 2.89374 -0.44312
H -7.04774 -2.36035 -2.73915
H -2.12563 -7.88157 0.08318
H 6.13559 1.13786 3.74200
S 1.19848 -3.75559 -2.59911
H 5.36862 -0.30839 1.96101
H 2.94373 0.34621 1.81484
C 1.25650 3.65015 0.24462
H 3.81964 -1.48636 5.21171
O -2.26390 -4.97230 -0.74112
C 1.87746 7.16463 -1.25407
H -1.90560 5.26900 -3.32224
H 1.76830 6.03204 -3.80278
H -0.20906 7.65210 -1.12781
H 0.51950 8.08025 -2.66310
H -0.50054 -2.21235 -3.23585
H 1.54061 -0.20734 5.20407
S -4.81256 0.37109 -2.72666
H -5.66767 -3.72435 -4.18331
H 6.46709 0.46132 6.63814
H 4.36184 -1.24559 3.03686
C 1.63115 -4.25788 -4.34430
C -1.48311 -4.15580 -3.23987
H -3.50794 -6.68185 2.20443
C -0.52322 -3.11827 -2.61861
C -2.88180 -3.85517 -1.25161
C -0.03050 6.00984 -2.51167
H -1.53457 -5.56709 1.99500
O 2.03733 -2.62966 -2.31200
H -0.45601 -5.94561 0.62379
C 1.90216 6.00463 -0.25965
H 2.80827 4.84036 -2.56797
C 1.77389 2.16040 3.53719
H 0.16634 -0.49189 -0.61919
H -3.98243 -5.60463 0.28473
H 2.28145 -1.13024 3.89200
O 1.28583 -4.86872 -1.70685
H -6.20087 -1.42512 -3.95072
C 1.84168 -0.16425 4.15749
H 1.17505 2.41000 4.41415
C 4.74638 -0.23772 2.85546
H -2.48962 -1.70038 -1.37761
C -6.06358 -1.99650 -3.03209
H 2.26353 3.06972 3.19106
C 5.67994 1.15755 6.34964
H -5.37499 -3.95983 -2.47820
H 6.36540 -0.52011 4.25793
H -6.47246 -0.72697 -1.34381
C -3.13973 -6.00778 -0.28670
O -0.87674 4.89345 -0.68549
H 0.94047 -0.06419 3.55903
```

The calculation puts the orbital gap (spin up / spin down) at 6.449 / 7.397 eV. The expectation value of S² is 2.01. Its molar mass is 857.0 g mol⁻¹. The net charge is +1. As for the spin multiplicity: 3. The HOMO energy (spin up / spin down) is -9.55 / -10.50 eV. Its relative energy (zero: lowest compared OMol25 entry of this formula, charge and spin) is 0.0 kJ/mol.

***

no.,F_max (eV/Å)
1,1.582
2,3.067
3,2.307